Record 1
A cluster of 2 separate species, C16H16BN4O10 in total at a distorted geometry, computed with wB97M-V/def2-TZVPD.

Properties
Energy above the lowest of the compared OMol25 structures with the same formula, charge and spin in kJ/mol: 0.0
Frontier orbital gap in eV: 3.58
E_tot in eV: -43948.4842
Total charge: -1

CARTESIAN COORDINATES (ANGSTROEM)
1 C 6.471 -1.425 0.100
2 C 5.257 -0.602 -0.046
3 C 5.251 0.716 -0.473
4 C 3.906 1.140 -0.361
5 C 3.119 0.159 0.219
6 B 1.540 0.973 0.675
7 O 0.642 0.375 1.593
8 C -0.534 1.047 1.305
9 C -0.449 2.158 0.178
10 C -1.853 2.691 -0.136
11 C 0.101 1.399 -1.032
12 O 1.237 0.631 -0.711
13 C 0.687 3.181 0.528
14 O 1.853 2.384 0.966
15 O 3.964 -0.950 0.376
16 H 7.290 -0.687 0.122
17 H 6.472 -2.018 1.023
18 H 6.591 -2.077 -0.776
19 H 6.117 1.327 -0.779
20 H 3.563 2.104 -0.696
21 H -1.286 0.285 0.827
22 H -0.940 1.412 2.251
23 H -1.837 2.957 -1.188
24 H -2.604 1.913 -0.033
25 H -2.205 3.545 0.423
26 H -0.726 0.715 -1.315
27 H 0.391 2.113 -1.818
28 H 1.102 3.775 -0.327
29 H 0.366 3.986 1.232
30 O -5.157 -4.105 -1.317
31 N -4.777 -3.566 -0.269
32 O -5.479 -3.463 0.760
33 C -3.452 -3.019 -0.173
34 C -2.989 -2.660 1.122
35 C -2.409 -1.454 1.231
36 N -2.393 -0.905 2.586
37 O -2.336 -1.754 3.495
38 O -2.576 0.332 2.806
39 C -2.151 -0.608 0.033
40 C -2.066 -1.232 -1.251
41 N -1.817 -0.784 -2.533
42 O -1.095 0.092 -3.023
43 O -2.513 -1.715 -3.422
44 N -3.127 -2.713 -2.700
45 C -2.844 -2.417 -1.371
46 H -3.110 -3.185 2.050
47 H -3.198 -0.075 -0.147



Record 2
A cluster of 2 separate species, C5H6NOP in total at a distorted geometry, computed with wB97M-V/def2-TZVPD.

Properties
Energy above the lowest of the compared OMol25 structures with the same formula, charge and spin in kJ/mol: 170.5
Frontier orbital gap in eV: 9.61
E_tot in eV: -18105.6752
SMILES: O=C1CC=CP1.C#N

CARTESIAN COORDINATES (ANGSTROEM)
1 O -0.724 2.415 0.666
2 C -0.854 1.334 0.230
3 C -1.279 0.133 1.053
4 C -0.879 -1.047 0.261
5 C -0.260 -0.960 -0.917
6 P -0.353 0.709 -1.653
7 H -0.650 0.126 1.944
8 H -2.306 0.177 1.419
9 H -1.081 -1.915 0.844
10 H 0.357 -1.755 -1.356
11 H -1.583 0.239 -2.156
12 C 3.176 0.118 -0.108
13 N 2.397 0.536 0.619
14 H 4.039 -0.110 -0.846



Record 3
A structure of composition C6H11NO4 at a distorted geometry, computed with wB97M-V/def2-TZVPD.

Properties
Energy above the lowest of the compared OMol25 structures with the same formula, charge and spin in kJ/mol: 666.2
Frontier orbital gap in eV: 9.60
E_tot in eV: -16074.6635

CARTESIAN COORDINATES (ANGSTROEM)
1 C 0.526 1.413 -1.308
2 C 0.113 0.813 -0.045
3 C 1.183 0.396 0.813
4 C 0.906 0.087 2.261
5 C -0.984 -0.299 -0.251
6 C -0.377 -1.556 -0.922
7 H -0.259 1.371 -2.015
8 H 0.590 2.233 -1.140
9 H 1.096 0.876 -1.815
10 H -0.279 2.038 0.371
11 H 1.531 -0.497 0.223
12 H 1.896 1.039 1.069
13 H 1.722 -0.492 3.843
14 H -1.397 -0.717 0.903
15 H -2.529 -0.667 -1.605
16 H -2.804 0.522 -0.158
17 H -0.046 -2.427 -2.483
18 N -2.182 0.182 -0.944
19 O 1.853 -0.503 2.934
20 O -0.255 0.071 2.837
21 O -0.709 -1.646 -2.139
22 O 0.406 -2.237 -0.428



Record 4
A structure of composition C20H26MnN7S2Si, computed with wB97M-V/def2-TZVPD.

Properties
<S²>: 8.755
Energy above the lowest of the compared OMol25 structures with the same formula, charge and spin in kJ/mol: 36.1
Multiplicity: 6
Frontier orbital gap (alpha / beta) in eV: 6.99 / 7.07
E_tot in eV: -92460.3682
Total charge: +1

CARTESIAN COORDINATES (ANGSTROEM)
1 Mn -1.076 -0.880 -1.292
2 C 3.234 4.040 0.120
3 Si 2.274 3.595 -1.434
4 C 0.670 4.550 -1.442
5 C 3.278 4.048 -2.950
6 C 2.130 1.699 -1.437
7 C 3.338 1.020 -1.335
8 C 3.413 -0.372 -1.339
9 C 2.234 -1.065 -1.465
10 N 1.052 -0.455 -1.587
11 C 0.975 0.897 -1.551
12 S -0.660 1.515 -1.623
13 H 3.401 5.118 0.169
14 H 4.208 3.551 0.165
15 H 2.673 3.749 1.011
16 H 0.919 5.615 -1.423
17 H 0.051 4.324 -0.574
18 H 0.074 4.350 -2.331
19 H 3.447 5.125 -2.999
20 H 2.751 3.751 -3.860
21 H 4.251 3.554 -2.957
22 H 4.262 1.582 -1.246
23 H 4.356 -0.892 -1.255
24 H 2.216 -2.148 -1.488
25 N -4.750 -2.564 -2.620
26 C -5.326 -1.319 -2.491
27 C -4.306 -0.461 -2.223
28 N -3.122 -1.152 -2.202
29 C -3.423 -2.412 -2.436
30 C -2.361 -3.402 -2.428
31 N -1.129 -3.029 -2.146
32 C -0.372 -4.172 -2.176
33 C -1.156 -5.236 -2.495
34 N -2.427 -4.730 -2.652
35 H -5.245 -3.413 -2.830
36 H -6.384 -1.169 -2.608
37 H -4.340 0.604 -2.074
38 H 0.686 -4.160 -1.984
39 H -0.939 -6.280 -2.627
40 H -3.239 -5.267 -2.903
41 C -0.867 1.994 4.552
42 C -0.641 0.557 4.230
43 C -0.050 -0.359 5.055
44 C 0.102 -1.675 4.582
45 N -0.315 -2.062 3.383
46 C -0.902 -1.175 2.588
47 S -1.499 -1.562 1.054
48 N -1.049 0.118 3.020
49 C 0.761 -2.718 5.422
50 H -0.489 2.223 5.545
51 H -1.931 2.230 4.519
52 H -0.356 2.629 3.827
53 H 0.296 -0.073 6.036
54 H -1.480 0.755 2.360
55 H 1.063 -2.333 6.393
56 H 1.636 -3.100 4.895
57 H 0.078 -3.557 5.557



Record 5
A cluster of 2 separate species, C4H14N2O in total at a distorted geometry, computed with wB97M-V/def2-TZVPD.

Properties
Energy above the lowest of the compared OMol25 structures with the same formula, charge and spin in kJ/mol: 134.0
Frontier orbital gap in eV: 9.41
E_tot in eV: -9402.2177
SMILES: CC(C)NCN.O

CARTESIAN COORDINATES (ANGSTROEM)
1 C 1.711 0.544 1.196
2 C 0.384 -0.092 0.880
3 C 0.365 -1.620 0.813
4 N -0.326 0.468 -0.275
5 C -0.448 1.916 -0.281
6 N -1.480 2.313 -1.236
7 H 1.646 1.626 1.187
8 H 2.136 0.198 2.136
9 H 2.474 0.215 0.474
10 H -0.343 0.156 1.686
11 H 0.719 -1.950 1.785
12 H -0.671 -1.926 0.669
13 H 0.878 -1.961 -0.088
14 H -1.240 0.053 -0.362
15 H -0.690 2.172 0.769
16 H 0.510 2.394 -0.533
17 H -1.120 2.009 -2.141
18 H -1.430 3.322 -1.336
19 O -1.249 -3.381 -1.461
20 H -0.310 -3.174 -1.496
21 H -1.518 -3.282 -2.386